No. 1
2 unconnected molecules or ions with the total composition CH2Br2NO at a distorted geometry. Source: the Open Molecules 2025 dataset; level of theory: the ωB97M-V functional and the def2-TZVPD basis.

Atoms and positions in Å:
1 C 0.3550 0.6756 0.8378
2 N -0.0686 0.2250 -0.3671
3 O 0.3600 0.7576 -1.4442
4 Br -1.0374 1.0517 2.0789
5 Br -0.0624 -3.5468 -1.5474
6 H 1.0936 1.4733 0.8259
7 H -0.6402 -0.6364 -0.3839

Values from the calculation:
net charge = -1
relative energy (zero: lowest compared OMol25 entry of this formula, charge and spin) = 9.1 kcal/mol
HOMO level (spin up / spin down) = -3.7 / -3.7 eV
HOMO-LUMO gap (spin up / spin down) = 6.047 / 6.164 eV
lowest unoccupied orbital energy (spin up / spin down) = 2.30 / 2.41 eV

Atom charges from the Mulliken analysis, given in e for atoms 1 to 6: number 1, C, carries -0.29; number 2, N, carries 0.28; number 3, O, carries -0.49; number 4, Br, carries -0.14; number 5, Br, carries -0.95; number 6, H, carries 0.35

No. 2
2 unconnected molecules or ions with the total composition C4H10NS at a distorted geometry. Source: the Open Molecules 2025 dataset; level of theory: the ωB97M-V functional and the def2-TZVPD basis.

Atoms and positions in Å:
1 C -1.8741 0.2372 0.2477
2 C -0.8580 -0.5349 0.2882
3 C -3.3725 -0.1546 0.0304
4 C 2.6766 -0.4834 -0.2343
5 N 1.6994 0.5074 0.2246
6 S 4.3717 0.0332 0.1390
7 H -1.6244 1.2463 0.4099
8 H -0.1821 -1.3251 0.3684
9 H -3.3997 -0.0400 -1.0819
10 H -3.8173 0.6423 0.6447
11 H -3.4337 -1.1182 0.3068
12 H 2.3700 -1.4471 0.4418
13 H 2.4469 -0.8527 -1.3155
14 H 1.3996 0.9945 -0.6198
15 H 2.0341 1.1532 0.9100
16 H 4.8598 0.0247 -1.1410

Values from the calculation:
net charge = +1
relative energy (zero: lowest compared OMol25 entry of this formula, charge and spin) = 117.7 kcal/mol
HOMO level = -12.6 eV
HOMO-LUMO gap = 6.142 eV
lowest unoccupied orbital energy = -6.48 eV

Atom charges from the Mulliken analysis, given in e for atoms 1 to 6: number 1, C, carries -0.10; number 2, C, carries -0.10; number 3, C, carries -0.81; number 4, C, carries -0.42; number 5, N, carries -0.49; number 6, S, carries -0.20

No. 3
A molecular structure, C17H20Cl2F5IMgN3O4S. Source: the Open Molecules 2025 dataset; level of theory: the ωB97M-V functional and the def2-TZVPD basis.

Atoms and positions in Å:
1 Mg 0.6859 2.0054 0.0575
2 C -3.2933 1.8018 2.0683
3 C -2.3185 0.8142 2.6890
4 S -1.2556 -0.0024 1.4501
5 O -1.0592 1.0887 0.4054
6 C -2.5631 -1.0802 0.7459
7 C -2.8259 -0.7529 -0.7179
8 H -3.7997 2.3759 2.8448
9 H -4.0487 1.3026 1.4571
10 H -2.7535 2.4952 1.4249
11 H -2.8096 0.0059 3.2340
12 H -1.6219 1.3206 3.3581
13 H -3.4661 -0.9646 1.3435
14 H -2.1876 -2.0942 0.8792
15 H -3.2025 0.2632 -0.8311
16 H -3.5607 -1.4504 -1.1256
17 H -1.9145 -0.8180 -1.3096
18 C 0.2619 -3.4800 -3.3040
19 N 0.4274 -3.0439 -1.9412
20 C 0.1165 -3.8825 -0.8102
21 C 0.2069 -2.8716 0.3477
22 O 0.0634 -3.1752 1.5141
23 N 0.4314 -1.6227 -0.1695
24 C 0.5487 -1.7681 -1.4866
25 N 0.7432 -0.7357 -2.2994
26 H 0.7888 -4.4225 -3.4544
27 H 0.6780 -2.7519 -3.9965
28 H -0.7938 -3.6264 -3.5550
29 H 0.8234 -4.7033 -0.6830
30 H -0.8987 -4.2890 -0.8699
31 H 0.9665 0.1812 -1.9076
32 H 0.9943 -0.8756 -3.2606
33 F 0.8394 1.6506 3.1242
34 C 1.7593 0.7668 2.6112
35 C 1.9775 0.7364 1.2552
36 C 2.9058 -0.2028 0.8664
37 F 3.2009 -0.3555 -0.4544
38 C 3.5706 -1.0483 1.7309
39 F 4.4671 -1.9541 1.2906
40 C 3.3041 -0.9696 3.0851
41 F 3.9448 -1.7737 3.9514
42 C 2.3775 -0.0541 3.5368
43 F 2.1028 0.0173 4.8549
44 I 1.1815 5.6959 -0.4976
45 C 1.4698 3.9096 0.7355
46 H 1.2386 4.2919 1.7333
47 H 2.5583 3.8003 0.6970
48 Cl -1.4546 3.2855 -1.5064
49 C -0.5629 3.1722 -3.0303
50 Cl -1.3630 1.9592 -4.0944
51 C 0.9120 2.7057 -2.8591
52 O 1.6535 2.9820 -3.7773
53 O 1.1633 2.0179 -1.8085
54 H -0.6096 4.1228 -3.5419

Values from the calculation:
net charge = -1
relative energy (zero: lowest compared OMol25 entry of this formula, charge and spin) = 4.9 kcal/mol
HOMO level = -4.6 eV
HOMO-LUMO gap = 6.715 eV
lowest unoccupied orbital energy = 2.15 eV

Atom charges from the Mulliken analysis, given in e for atoms 1 to 6: number 1, Mg, carries 0.62; number 2, C, carries -0.97; number 3, C, carries -0.77; number 4, S, carries 0.79; number 5, O, carries -0.18; number 6, C, carries -0.79